Molecular formula: C72H180N12O24
Method: DFT, ωB97M-V with the def2-TZVPD basis set

The value obtained for the energy above the lowest of the compared OMol25 structures with the same formula, charge and spin is 389.64 kJ/mol. The multiplicity is 1. For the largest force on an atom, the calculation gives 3.1 eV/A. Its SMILES is COCCNCCOC.COCCNCCOC.COCCNCCOC.COCCNCCOC.COCCNCCOC.COCCNCCOC.COCCNCCOC.COCCNCCOC.COCCNCCOC.COCCNCCOC.COCCNCCOC.COCCNCCOC. The calculation puts the lowest unoccupied orbital energy at 0.02296 Eh. The HOMO energy comes out at -8.28 eV. The total energy is -5313.345071 Eh. As for the gap between HOMO and LUMO: 8.910 eV.

Last column: Mulliken charge in e.
Atoms and positions in Å:
C: -2.67603 -5.92552 -1.23219  -0.54
O: -3.59170 -5.99512 -0.14703  -0.38
C: -4.92788 -5.95043 -0.60686  -0.66
C: -5.42590 -4.46786 -0.60682  -0.93
N: -5.20322 -3.73129 0.62664  0.46
C: -6.05412 -4.28373 1.70963  -0.75
C: -5.71086 -3.70193 3.11043  -0.43
O: -4.54692 -4.32139 3.64563  -0.07
C: -4.31297 -4.00364 4.96627  -0.63
H: -3.01584 -5.12501 -1.88930  0.29
H: -2.74638 -6.82199 -1.84823  0.50
H: -1.65836 -5.77997 -0.86986  -0.04
H: -5.60621 -6.52415 0.02465  0.40
H: -4.98316 -6.39240 -1.60169  0.48
H: -6.48255 -4.46860 -0.87440  0.60
H: -4.96527 -3.98745 -1.47003  0.16
H: -4.26755 -3.87794 0.97752  -0.55
H: -5.91066 -5.36076 1.79634  0.35
H: -7.13005 -4.28357 1.53506  0.55
H: -6.60711 -3.84911 3.71305  0.72
H: -5.62603 -2.61529 3.09917  -0.16
H: -4.06595 -2.94628 5.06151  0.15
H: -3.40063 -4.55680 5.18930  0.09
H: -5.14461 -4.30212 5.60455  0.37
C: 12.77898 -2.60027 0.34763  -0.71
O: 11.82023 -2.51900 1.36327  -0.27
C: 11.60644 -3.61730 2.24352  -0.67
C: 10.51054 -3.27403 3.26181  -0.66
N: 9.26590 -3.67167 2.65284  -0.27
C: 8.15365 -3.51289 3.56400  -0.82
C: 6.81435 -3.53509 2.86705  -0.51
O: 6.35383 -2.29163 2.28853  -0.41
C: 5.15002 -2.32342 1.58224  -0.30
H: 12.67416 -1.66384 -0.20028  0.22
H: 12.58307 -3.45963 -0.29362  0.28
H: 13.71987 -2.63212 0.89702  0.29
H: 12.54182 -3.73296 2.79107  0.42
H: 11.49895 -4.55446 1.69736  0.37
H: 10.61243 -2.23898 3.58799  0.35
H: 10.63420 -3.86267 4.17084  0.42
H: 8.99197 -3.07984 1.88160  0.23
H: 8.19510 -2.61032 4.17373  0.35
H: 8.13104 -4.28741 4.33063  0.39
H: 6.15117 -3.89917 3.65173  0.41
H: 6.86472 -4.34993 2.14481  0.28
H: 4.88033 -1.38301 1.10161  0.27
H: 4.33218 -2.74779 2.16459  0.28
H: 5.23373 -3.10331 0.82536  0.00
C: -1.43038 -7.41718 4.96784  -0.73
O: -0.99858 -6.20083 4.34965  -0.35
C: -1.32003 -6.11837 2.97931  -0.82
C: -0.68505 -4.94804 2.19457  0.59
N: 0.70468 -5.30193 1.89268  -0.14
C: 1.20523 -4.34086 0.94931  1.04
C: 2.53527 -4.82590 0.32163  -1.07
O: 3.55203 -4.97424 1.32479  -0.36
C: 4.62764 -5.82508 0.90187  -0.87
H: -2.51834 -7.37673 5.02104  0.26
H: -1.10572 -7.41314 6.00836  0.26
H: -1.08746 -8.26655 4.37701  0.30
H: -2.40084 -5.98001 2.95087  0.32
H: -1.09037 -7.01813 2.40852  0.47
H: -0.74070 -4.06104 2.82563  0.17
H: -1.25368 -4.67134 1.30676  -0.47
H: 1.22309 -5.42623 2.75053  0.28
H: 1.37641 -3.37520 1.42504  0.06
H: 0.49742 -4.15782 0.14086  -0.73
H: 2.94113 -4.23572 -0.50000  0.31
H: 2.34755 -5.82464 -0.07257  0.53
H: 5.23573 -5.92808 1.80060  0.27
H: 5.19046 -5.39455 0.07363  0.35
H: 4.44083 -6.87030 0.65550  0.35
C: 1.22145 -8.97901 -8.13644  -0.78
O: 0.82455 -8.18014 -7.01158  -0.27
C: 1.45533 -8.56388 -5.79502  -0.57
C: 0.86591 -7.78221 -4.64122  -0.72
N: 0.73131 -6.33882 -4.85526  -0.30
C: 0.51170 -5.62742 -3.58825  -0.84
C: -0.14366 -4.24345 -3.91870  0.34
O: -1.34072 -4.48776 -4.58607  -0.52
C: -1.92219 -3.23990 -4.98950  -0.61
H: 0.97175 -10.03049 -7.99460  0.30
H: 2.29264 -8.88205 -8.31328  0.30
H: 0.66623 -8.73765 -9.04284  0.25
H: 2.50996 -8.29428 -5.85139  0.32
H: 1.28329 -9.62941 -5.64292  0.39
H: 1.38027 -7.97298 -3.69934  0.47
H: -0.10897 -8.22220 -4.43116  0.29
H: -0.07222 -6.08650 -5.41272  0.30
H: 1.42304 -5.62186 -2.99031  0.40
H: -0.22218 -6.12466 -2.95399  0.26
H: 0.54127 -3.59767 -4.46818  0.43
H: -0.30301 -3.93042 -2.88685  -0.27
H: -2.13584 -2.60391 -4.13044  -0.04
H: -2.81195 -3.34766 -5.60984  0.48
H: -1.31608 -2.54689 -5.57301  0.33
C: -4.99553 2.31525 0.38149  -0.95
O: -5.26498 3.00842 -0.76492  -0.38
C: -4.81616 4.32262 -0.77521  -0.24
C: -5.55532 4.99750 -1.96782  -0.61
N: -4.97555 6.32630 -2.07969  0.00
C: -5.37714 7.18812 -3.17803  -0.17
C: -4.35847 8.34712 -3.23011  -0.44
O: -4.64124 9.10456 -4.37725  -0.28
C: -3.65097 10.06860 -4.72491  -0.74
H: -3.92881 2.31966 0.60548  0.29
H: -5.31841 1.30803 0.11811  0.23
H: -5.51498 2.72346 1.24846  0.66
H: -3.77061 4.42001 -1.06750  0.10
H: -4.93253 4.79567 0.19986  0.40
H: -6.62683 4.95818 -1.77180  0.33
H: -5.44485 4.35994 -2.84499  0.13
H: -4.98907 6.88959 -1.24146  0.25
H: -6.34083 7.68450 -3.06401  0.23
H: -5.46602 6.68684 -4.14183  -0.09
H: -3.32085 8.01327 -3.23195  0.30
H: -4.54627 8.94241 -2.33654  0.28
H: -2.63573 9.84370 -4.39809  0.32
H: -3.98825 11.01200 -4.29554  0.28
H: -3.72578 10.17188 -5.80742  0.22
C: -5.04432 0.55896 -3.22536  -0.10
O: -4.43523 1.07109 -4.42010  -0.04
C: -4.60278 0.28457 -5.57491  -0.73
C: -5.87205 0.77529 -6.36614  -0.72
N: -5.60675 2.15909 -6.76930  -0.35
C: -6.78667 2.79321 -7.18076  -0.66
C: -6.67229 4.22388 -7.56832  -0.78
O: -6.49781 5.10949 -6.42866  -0.19
C: -6.46642 6.46691 -6.82250  -0.79
H: -4.97162 1.24890 -2.38464  -0.40
H: -4.51675 -0.37202 -3.01795  -0.02
H: -6.06866 0.34505 -3.53043  0.56
H: -4.71224 -0.77724 -5.35429  0.45
H: -3.73332 0.37263 -6.22635  0.35
H: -6.69300 0.76096 -5.64925  0.38
H: -6.06346 0.14691 -7.23596  0.39
H: -5.29242 2.66011 -5.95060  0.23
H: -7.41639 2.76642 -6.29147  0.39
H: -7.26447 2.19573 -7.95717  0.46
H: -7.61489 4.29528 -8.11102  0.40
H: -5.86745 4.32388 -8.29655  0.31
H: -5.66107 6.75792 -7.49691  0.31
H: -6.42984 7.08808 -5.92757  0.22
H: -7.43605 6.68055 -7.27225  0.35
C: 2.70064 6.04587 9.46786  -0.80
O: 1.71520 5.56986 8.58756  -0.26
C: 2.17416 5.66220 7.19591  -0.76
C: 1.23075 4.83722 6.30439  -0.10
N: 1.11086 3.44533 6.80874  -0.24
C: -0.14972 2.84130 6.43910  -0.78
C: -0.22914 1.25999 6.45233  -0.70
O: 0.51734 0.78369 5.37425  -0.12
C: 0.52695 -0.63310 5.23071  -0.76
H: 2.78912 7.13196 9.49398  0.31
H: 3.72138 5.68535 9.34053  0.33
H: 2.34174 5.78616 10.46378  0.24
H: 3.13544 5.15730 7.10044  0.37
H: 2.23885 6.68586 6.82709  0.39
H: 1.65550 4.74731 5.30459  -0.01
H: 0.25700 5.32555 6.26638  0.35
H: 1.08682 3.47649 7.81798  0.34
H: -0.38104 3.09727 5.40515  0.17
H: -0.96630 3.15681 7.08851  0.64
H: -1.26014 0.93769 6.30655  0.42
H: 0.22361 0.89446 7.37402  0.41
H: 1.24482 -0.97110 4.48337  0.19
H: -0.48706 -0.90701 4.93941  0.13
H: 0.71788 -1.14804 6.17224  0.42
C: 10.57973 5.39538 -0.40106  -0.77
O: 9.55192 4.97418 -1.33052  -0.30
C: 10.05082 4.43112 -2.49279  -0.56
C: 8.91871 3.53325 -3.18621  -0.64
N: 8.13236 2.66706 -2.30254  -0.29
C: 7.09881 1.87112 -2.99574  -0.42
C: 6.72484 0.56490 -2.22929  -0.41
O: 5.74899 -0.14242 -2.96255  -0.42
C: 4.98602 -1.12359 -2.26836  0.39
H: 10.85870 4.53089 0.20138  0.32
H: 10.21333 6.10301 0.34266  0.25
H: 11.38587 5.92368 -0.91011  0.31
H: 10.88345 3.76375 -2.27046  0.39
H: 10.40055 5.15711 -3.22676  0.36
H: 9.46369 2.82252 -3.80747  0.38
H: 8.30175 4.23992 -3.74125  0.29
H: 7.63615 3.26085 -1.65347  0.25
H: 7.41512 1.70795 -4.02600  0.55
H: 6.23784 2.50727 -3.20104  -0.02
H: 6.34290 0.76481 -1.22816  0.19
H: 7.59466 -0.08895 -2.16606  0.34
H: 4.03732 -1.17162 -2.80291  -0.51
H: 4.77021 -0.84704 -1.23636  -0.23
H: 5.51577 -2.07426 -2.32915  0.52
C: -8.19964 2.05092 3.72564  -0.79
O: -7.28594 1.18613 4.44244  -0.42
C: -5.96670 1.11268 3.90859  -0.42
C: -5.11536 0.11048 4.67488  0.54
N: -4.96796 0.52702 6.05499  -0.25
C: -4.31178 1.83646 6.32702  -0.67
C: -3.97432 2.10628 7.78569  -0.57
O: -3.77661 3.48998 7.94178  -0.33
C: -3.63979 3.93911 9.25552  -0.84
H: -8.31220 1.77408 2.67741  0.29
H: -7.98623 3.11033 3.86782  0.27
H: -9.13275 1.73972 4.19529  0.31
H: -5.52618 2.10952 3.89008  0.37
H: -6.00322 0.79819 2.86558  0.57
H: -4.11634 0.09133 4.23933  -0.73
H: -5.50102 -0.90874 4.69823  0.12
H: -5.87825 0.54669 6.49212  0.41
H: -5.03079 2.63752 6.15549  0.26
H: -3.42144 2.06146 5.73985  0.23
H: -3.10712 1.56859 8.16907  0.23
H: -4.80351 1.76461 8.40521  0.58
H: -4.55016 3.72786 9.81651  0.32
H: -3.36804 4.99358 9.20712  0.28
H: -2.77888 3.55855 9.80514  0.32
C: 3.23012 2.50622 -3.29985  -0.71
O: 2.89852 3.09702 -1.99625  -0.32
C: 4.03123 3.39966 -1.16194  0.01
C: 3.62344 3.97883 0.20139  -1.23
N: 2.84689 3.01405 0.97123  0.55
C: 2.57069 3.39690 2.37095  -1.30
C: 1.51338 2.46475 2.94199  0.40
O: 0.27422 2.62957 2.19000  -0.17
C: -0.81775 1.83817 2.60899  0.82
H: 4.07140 3.05233 -3.72662  0.39
H: 2.37504 2.53024 -3.97540  0.31
H: 3.63444 1.51488 -3.09526  0.05
H: 4.73512 3.99819 -1.74021  0.59
H: 4.54326 2.45061 -1.00307  -0.19
H: 3.09715 4.91223 0.00175  0.38
H: 4.49505 4.28253 0.78121  0.56
H: 1.99902 2.80495 0.46380  -0.45
H: 2.28379 4.43234 2.55445  0.34
H: 3.56500 3.26799 2.79853  0.53
H: 1.35810 2.66202 4.00269  -0.09
H: 1.84968 1.42812 2.92277  0.10
H: -1.06322 1.98940 3.66017  -0.58
H: -0.38458 0.83953 2.55263  0.05
H: -1.77955 1.88196 2.09798  -0.15
C: -1.24784 4.52595 0.15806  -0.60
O: -1.42671 4.06238 -1.14995  -0.48
C: -0.79522 2.80878 -1.46577  1.03
C: -1.34007 2.31862 -2.83484  -1.30
N: -0.49816 1.28791 -3.38346  0.88
C: -0.96780 0.80113 -4.65806  -0.32
C: 0.14126 -0.19790 -5.14047  0.18
O: 1.36190 0.54059 -5.32438  -0.43
C: 2.46566 -0.41156 -5.56238  -0.46
H: -1.69085 5.52170 0.14044  0.41
H: -0.18581 4.59288 0.39414  0.24
H: -1.77341 3.91602 0.89281  0.07
H: -1.07352 2.07320 -0.71107  -0.31
H: 0.28547 2.85912 -1.33280  -0.17
H: -1.29794 3.07682 -3.61680  0.78
H: -2.39762 2.05834 -2.87854  -0.01
H: 0.39519 1.73973 -3.51715  -0.38
H: -0.99694 1.62708 -5.36872  0.58
H: -1.97839 0.39671 -4.71526  -0.50
H: -0.12216 -0.73780 -6.04999  0.72
H: 0.31455 -0.97840 -4.39960  -0.54
H: 3.39392 0.15650 -5.62366  0.23
H: 2.37002 -1.10436 -6.39842  0.36
H: 2.61339 -0.90696 -4.60276  -0.07
C: 2.21279 0.05925 -0.09723  -1.30
O: 2.12190 -1.33227 -0.39671  0.91
C: 1.31838 -1.63440 -1.54098  0.18
C: -0.18593 -1.24572 -1.44112  0.67
N: -0.83028 -2.14147 -0.55103  1.20
C: -2.29123 -2.06140 -0.63406  -0.10
C: -2.88542 -0.73418 -0.14891  -0.68
O: -2.51323 -0.38878 1.19304  0.73
C: -3.15407 -1.17111 2.25771  0.54
H: 1.40268 0.47142 0.50437  -0.13
H: 2.28348 0.58998 -1.04667  0.28
H: 3.16331 0.35886 0.34417  0.36
H: 1.43756 -2.70083 -1.73235  -0.19
H: 1.72297 -1.10634 -2.40444  -0.73
H: -0.70227 -1.46565 -2.37552  -0.46
H: -0.31876 -0.21145 -1.12373  -0.04
H: -0.63022 -1.82037 0.38543  0.19
H: -2.76548 -2.77526 0.03942  -0.84
H: -2.60963 -2.40265 -1.61908  0.06
H: -3.96206 -0.73457 -0.31908  0.53
H: -2.61957 0.01638 -0.89329  -0.37
H: -4.23227 -1.02072 2.31210  -0.06
H: -2.55452 -0.77350 3.07658  -0.28
H: -2.99324 -2.24290 2.14158  -0.56